# 1
Computed, not measured: a structure of composition C35H34GeI2N8O4SSn at a distorted geometry, with the ωB97M-V functional and the def2-TZVPD basis.

Results
relative energy (zero: lowest compared OMol25 entry of this formula, charge and spin)	327.5	kJ/mol
gap between HOMO and LUMO	5.387	eV
E_LUMO	3.584	eV
F_max	0.027	hartree/bohr

Structure (ORCA input):
```
! RIJCOSX wB97M-V def2-TZVPD def2/J DEFGRID3
* xyz -2 1
Sn 0.90 -0.25 -1.05
O 3.22 -4.19 -2.31
C 2.73 -3.17 -1.89
O 1.46 -2.86 -1.89
C 3.63 -2.07 -1.39
C 4.99 -2.30 -1.23
C 5.82 -1.25 -0.92
C 5.28 0.03 -0.83
C 3.92 0.18 -1.00
N 3.11 -0.86 -1.24
C 3.29 1.56 -0.98
O 3.99 2.53 -0.79
O 2.02 1.56 -1.17
H 5.34 -3.31 -1.37
H 6.88 -1.41 -0.78
H 5.87 0.91 -0.64
N 0.50 -5.06 -1.18
C 0.64 -3.76 -0.69
S 1.73 -3.67 0.73
N -0.61 -3.15 -0.69
N -0.63 -1.86 -0.52
C -1.79 -1.25 -0.52
C -3.01 -1.97 -1.00
C -3.08 -2.21 -2.37
C -4.18 -2.86 -2.92
C -5.22 -3.27 -2.10
C -5.16 -3.03 -0.73
C -4.06 -2.38 -0.18
C -1.84 0.18 -0.17
C -3.00 0.77 0.22
C -2.90 2.04 0.90
C -1.76 2.74 0.88
C -0.65 2.29 -0.04
N -0.65 0.83 -0.13
H 1.40 -5.46 -1.41
H -0.11 -5.05 -2.00
H -2.26 -1.90 -3.01
H -4.21 -3.04 -3.98
H -6.08 -3.78 -2.52
H -5.98 -3.34 -0.09
H -4.01 -2.17 0.88
H -3.93 0.21 0.21
H -3.76 2.40 1.47
H -1.65 3.67 1.42
H 0.31 2.58 0.39
C 2.65 1.67 3.09
C 2.24 1.45 1.79
N 1.83 0.24 1.37
C 1.79 -0.75 2.25
C 2.18 -0.61 3.59
C 2.64 0.62 4.00
C 2.12 -1.82 4.43
C 1.10 -2.68 4.42
C -0.20 -2.44 3.75
C -0.88 -3.47 3.12
C -2.09 -3.15 2.54
N -2.61 -1.92 2.59
C -1.86 -1.00 3.19
N -0.69 -1.20 3.79
H 2.99 2.66 3.38
H 2.28 2.25 1.07
H 1.48 -1.72 1.87
H 2.96 0.77 5.03
H 3.00 -2.05 5.02
H 1.21 -3.64 4.92
H -0.45 -4.46 3.03
H -2.67 -3.89 1.99
H -2.24 0.02 3.17
I 0.21 -0.13 -3.71
I -0.79 -0.03 -7.28
C -2.56 5.69 -0.90
Ge -0.83 4.91 -1.39
C -0.38 5.57 -3.19
C 0.54 5.57 -0.14
C -0.77 2.96 -1.42
H -2.53 6.78 -1.02
H -2.83 5.45 0.12
H -3.34 5.30 -1.56
H -0.41 6.66 -3.22
H -1.09 5.18 -3.92
H 0.61 5.23 -3.48
H 0.61 6.66 -0.16
H 1.52 5.16 -0.42
H 0.32 5.26 0.88
H 0.09 2.70 -2.04
H -1.66 2.56 -1.93
*
```

***

# 2
Computed, not measured: the molecule C19H28N2O3, with the ωB97M-V functional and the def2-TZVPD basis.

Results
relative energy (zero: lowest compared OMol25 entry of this formula, charge and spin)	56.4	kJ/mol
gap between HOMO and LUMO	9.637	eV
E_LUMO	0.625	eV
F_max	0.012	hartree/bohr
structure (SMILES)	COC(=O)[C@@H](NC(=O)N1CCC(Cc2ccccc2)CC1)C(C)C

Structure (ORCA input):
```
! RIJCOSX wB97M-V def2-TZVPD def2/J DEFGRID3
* xyz 0 1
C 1.53 -5.73 1.33
H 1.69 -6.53 0.60
H 1.29 -6.14 2.31
H 2.43 -5.12 1.38
O 0.43 -4.92 0.94
C 0.51 -4.39 -0.28
O 1.29 -4.75 -1.13
C -0.70 -3.47 -0.53
N -0.66 -2.38 0.41
C 0.55 -1.91 0.84
O 1.57 -2.53 0.62
N 0.55 -0.77 1.61
C -0.56 0.16 1.74
H -1.51 -0.36 1.69
C -0.46 1.25 0.68
H -1.29 1.95 0.78
C 0.88 1.99 0.82
C 2.03 0.98 0.77
H 2.98 1.49 0.96
C 1.83 -0.12 1.81
H 2.60 -0.88 1.72
H 1.84 0.30 2.83
H 2.08 0.53 -0.22
C 1.04 3.06 -0.28
C -0.02 4.12 -0.19
C -1.10 4.12 -1.05
C -2.09 5.09 -0.94
C -2.01 6.06 0.04
C -0.93 6.06 0.91
C 0.06 5.10 0.80
H 0.90 5.11 1.47
H -0.86 6.82 1.68
H -2.78 6.81 0.13
H -2.93 5.08 -1.62
H -1.17 3.37 -1.83
H 1.00 2.57 -1.26
H 2.03 3.52 -0.17
H 0.89 2.49 1.79
H -0.52 0.80 -0.32
H -0.48 0.61 2.73
H -1.48 -1.80 0.44
H -1.59 -4.08 -0.30
C -0.76 -3.02 -2.00
C -2.15 -2.46 -2.33
H -2.20 -2.21 -3.39
H -2.92 -3.19 -2.12
H -2.35 -1.56 -1.76
C 0.32 -2.00 -2.32
H 0.33 -1.78 -3.39
H 1.29 -2.39 -2.04
H 0.15 -1.06 -1.78
H -0.58 -3.91 -2.61
*
```

***

# 3
Computed, not measured: a structure of composition C2H9BaBrFINOPTa at a distorted geometry, with the ωB97M-V functional and the def2-TZVPD basis.

Results
gap between HOMO and LUMO	5.604	eV
E_LUMO	-5.502	eV
F_max	0.291	hartree/bohr

Structure (ORCA input):
```
! RIJCOSX wB97M-V def2-TZVPD def2/J DEFGRID3
* xyz 1 1
C 2.75 -0.08 0.32
N 1.73 -1.13 0.37
C 0.60 -1.02 -0.51
Ta -0.41 0.98 -0.39
F 0.23 1.42 1.43
Br -1.78 3.30 -0.45
P -2.61 -0.14 0.53
O -2.14 -1.09 1.74
I -3.58 -1.59 -1.20
H 2.64 0.61 1.14
H 2.77 0.40 -0.63
H 3.71 -0.55 0.45
H 1.44 -1.32 1.31
H -0.12 -1.75 -0.20
H 0.87 -1.31 -1.51
H -1.10 0.64 -2.09
H 0.99 1.75 -1.28
H -2.81 -1.00 2.44
Ba -3.19 1.86 -1.48
*
```

***

# 4
Computed, not measured: the molecule C3H3FN2 at a distorted geometry, with the ωB97M-V functional and the def2-TZVPD basis.

Results
relative energy (zero: lowest compared OMol25 entry of this formula, charge and spin)	696.4	kJ/mol
gap between HOMO and LUMO	7.441	eV
E_LUMO	-1.189	eV
F_max	0.089	hartree/bohr

Structure (ORCA input):
```
! RIJCOSX wB97M-V def2-TZVPD def2/J DEFGRID3
* xyz 0 1
C 1.18 -1.28 -0.08
C 1.34 0.09 -0.08
C -1.56 -0.33 0.04
N 0.46 1.05 -0.12
N -0.91 0.78 -0.15
F -2.88 -0.40 0.05
H 1.22 -2.02 0.59
H 2.46 0.40 -0.19
H -1.31 1.72 -0.05
*
```

***

gap between HOMO and LUMO of number 4 (C3H3FN2)?
7.441 eV